15
Properties=species:S:1:pos:R:3:lowdin_charge:R:1 method="wB97M-V/def2-TZVPD" homo_ev=-9.1 e_above_lowest_kcal_mol=159.2 homo_lumo_gap_ev=8.97 largest_force_ev_per_a=8.23 spin_multiplicity=1 e_lumo_ha=-0.0048 energy_ha=-304.58179
H 1.24413 1.85627 -1.37808 0.094
H -0.48670 -2.54594 0.98484 0.136
C 0.31870 -0.87281 2.01424 -0.412
N -0.19774 1.00007 0.88855 0.140
H -0.72296 1.86153 -1.22388 0.062
H 0.16996 1.26444 -2.89117 0.097
C -0.24403 -1.47895 0.89085 -0.030
C -0.08481 -0.19810 0.26745 -0.387
H -0.96009 -0.51664 -1.75609 0.117
C -0.05647 -0.10942 -1.25814 -0.203
H 1.34310 -0.85917 2.28750 0.129
C 0.20363 1.42429 -1.69908 -0.135
H 0.82298 -0.71030 -1.63766 0.113
H -0.63396 1.04077 1.79955 0.053
N -0.71574 -1.15604 2.71112 0.226

13
Properties=species:S:1:pos:R:3:lowdin_charge:R:1 method="wB97M-V/def2-TZVPD" homo_ev=-9.1 smiles=CC#CC#[N+][O-].C#C e_above_lowest_kcal_mol=138.7 homo_lumo_gap_ev=9.77 largest_force_ev_per_a=4.09 spin_multiplicity=1 e_lumo_ha=0.0241 energy_ha=-361.36324
O -2.12854 -2.85576 -0.04598 0.046
C 0.02136 -0.20761 1.16209 -0.034
H 2.63914 1.53181 1.71884 0.065
C 0.80503 0.67144 1.35631 -0.072
H 1.24835 2.40847 2.32444 0.070
C -0.90556 -1.10374 0.89456 -0.031
C -0.98150 -1.19883 -2.79567 0.040
N -1.51747 -1.95995 0.42422 -0.107
C 1.63278 1.80594 1.53361 -0.099
H -0.54944 0.66393 -1.80902 -0.023
H -1.15028 -2.10537 -3.14439 -0.017
H 1.63424 2.55283 0.60631 0.137
C -0.74811 -0.20316 -2.22531 0.025

82
Properties=species:S:1:pos:R:3:lowdin_charge:R:1 method="wB97M-V/def2-TZVPD" total_charge=+2 homo_ev=-14.5 e_above_lowest_kcal_mol=26.2 homo_lumo_gap_ev=6.55 largest_force_ev_per_a=1.73 spin_multiplicity=1 e_lumo_ha=-0.2938 energy_ha=-3029.76007
H 3.25370 0.53614 0.66110 0.094
S -1.68223 -0.45920 1.17547 0.461
C -2.87713 3.31726 0.41953 -0.454
C -1.89366 -2.55652 -4.86923 -0.200
O 0.71927 0.99879 1.24783 -0.325
C -0.43370 -1.09568 -7.08597 -0.160
H 1.74287 2.34302 3.54208 0.086
H -2.60882 -0.28961 4.61809 0.093
C 2.71845 -3.00514 2.67262 -0.010
H 2.99759 -4.01435 2.37177 0.102
H -4.71529 1.66530 -2.37507 0.155
C 1.58999 2.87983 2.60932 -0.004
C -4.02069 2.44327 -0.04105 -0.064
C 0.72659 -0.80189 -4.36808 -0.202
O -1.50086 1.74085 -2.07391 -0.262
H -2.53656 -1.68221 -4.74499 0.026
C -0.63747 0.46278 5.08968 -0.603
H 3.13768 0.59867 2.42941 0.095
O -3.56899 1.25805 -0.65725 -0.204
C 0.39694 -0.42569 -3.07131 -0.667
O -2.64406 2.05804 -3.98415 0.205
C 2.03693 1.20282 -2.95890 -0.100
H -4.59342 2.17134 0.84901 0.168
H 0.49321 -0.70623 -7.50872 0.031
H -2.36770 -3.20046 -5.61389 0.048
H 2.13795 -0.37016 -5.92508 0.118
O -1.70437 2.97289 0.43357 0.012
H 1.97511 -3.27693 -5.87498 0.037
C -1.70365 -0.61953 5.13069 -0.014
H -1.39210 1.65366 6.71000 0.103
H 0.28936 -3.65398 3.70461 0.096
H 1.39790 0.79615 5.73776 0.093
H 1.02386 -4.04971 -4.60462 0.038
N 1.02525 0.55285 -2.38673 -0.066
C -2.60755 1.73591 -2.84536 -0.510
H 0.36546 -2.55394 0.18638 0.031
H -4.67620 3.02644 -0.68973 0.161
C 1.37572 -2.61263 0.58883 -0.037
C 0.28425 -3.62497 2.61468 -0.012
Si -0.18966 -2.07797 -5.50220 0.556
H -0.70518 -3.31132 2.27514 0.078
C 3.12691 1.19954 1.51883 0.003
H 0.47991 -4.63014 2.24260 0.104
H 2.29579 3.70837 2.57122 0.109
C 1.81524 -0.12155 -4.92108 -0.031
C 0.63842 0.01441 5.78550 -0.008
H 0.80309 3.28818 0.01615 0.084
Si 0.09835 -0.08159 2.40594 -0.046
O -3.29810 4.47429 0.84311 0.211
H 1.95588 -1.74986 0.24783 0.082
H 2.69916 -2.96233 3.76126 0.095
H 0.43126 -0.19633 6.83384 0.104
H 0.57496 3.27750 2.59588 0.097
O -0.31723 0.73974 3.68636 -0.129
O 1.02850 -1.34050 2.64135 -0.118
H 1.03162 -0.88864 5.31637 0.082
Ta -0.77401 0.80453 -0.61991 1.588
H 1.84777 -3.51378 0.19879 0.105
H -1.95610 -0.85113 6.16417 0.105
H -1.33859 -1.53148 4.64999 0.082
H 3.96723 1.89170 1.55269 0.110
H -0.38770 2.55256 5.56580 0.090
H -0.90174 -1.71747 -7.85178 0.046
H 2.50274 2.00257 -2.39993 0.107
H 2.53865 3.57316 0.15006 0.118
H -2.04721 2.09685 5.12705 0.091
C 1.34946 -2.66468 2.10987 -0.606
H 3.47294 -2.30816 2.30603 0.091
H 0.60137 -4.29379 -6.29571 0.044
C -1.14844 1.77691 5.65527 -0.013
C 2.48104 0.87353 -4.22390 -0.005
H 3.31936 1.40352 -4.65239 0.126
C 0.96321 -3.55612 -5.57656 -0.160
C 1.82436 1.97710 1.40587 -0.585
S -0.85031 -1.18373 -2.08595 0.731
H -1.09611 -0.24767 -6.89991 0.044
H -1.87587 -3.11308 -3.93247 0.008
H -3.85558 0.11272 -2.30440 0.146
H 1.97941 2.14852 -0.73021 0.030
H -2.59020 5.03837 1.19182 0.167
C 1.77723 2.79635 0.12520 -0.029
C -3.79551 1.17568 -2.06101 -0.069

81
Properties=species:S:1:pos:R:3:lowdin_charge:R:1 method="wB97M-V/def2-TZVPD" homo_ev="-9.6 / -9.0" e_above_lowest_kcal_mol=16.4 s_squared=8.7686 homo_lumo_gap_ev="8.29 / 5.77" largest_force_ev_per_a=0.81 spin_multiplicity=6 e_lumo_ha="-0.0467 / -0.1204" energy_ha=-5465.72808
C -4.29773 0.38469 -3.37090 -0.039
C 2.34341 2.23768 -3.66676 -0.097
F 6.72106 1.56164 4.28520 0.148
O -3.20805 2.24900 1.85891 -0.176
P -2.78706 3.76316 1.38183 0.214
C -1.93166 -0.58625 2.27982 -0.100
C 2.38073 0.84865 -3.61634 0.015
O 1.09304 3.68901 2.65838 -0.263
C 1.78599 0.94451 -1.29748 -0.326
C -3.31882 -3.91076 3.15120 -0.166
N -2.27674 -0.44463 0.99845 0.050
H 2.62201 0.27981 -4.50384 0.134
C -1.81216 -0.08116 -2.48406 -0.548
C 2.10134 0.19640 -2.43154 -0.049
O -0.17597 1.98873 1.19543 -0.413
C 2.63975 2.90899 -4.98323 -0.586
H 6.04577 -1.10466 1.40052 0.131
F 3.85638 2.56127 -5.44287 0.145
H -3.89727 -3.35674 0.57419 0.129
H 1.50020 2.91109 -0.46776 0.110
O -0.60529 2.07020 3.63795 -0.135
C 2.03651 2.98219 -2.54046 0.025
Fe -1.78225 1.53532 -0.03601 0.786
H 0.75548 -4.00266 2.58060 0.129
C 4.36166 1.42133 2.91018 0.026
C 1.75525 2.33487 -1.34739 -0.044
C 3.15130 1.32902 2.22894 -0.030
H 0.24670 -1.63780 -1.74361 0.079
H 1.62137 -1.71229 2.34284 0.118
H 2.00743 4.06110 -2.58901 0.130
C -5.26716 1.18323 -2.79283 0.023
O -1.47208 -0.90242 -3.33892 0.053
H -3.23534 -1.29542 -0.61438 0.111
H -6.26257 1.41248 -3.12908 0.143
F -1.89985 -5.41809 0.54813 0.138
C 2.99330 0.35463 1.25488 -0.319
F 7.71976 0.85381 2.50093 0.149
H -5.15218 2.33882 -1.01230 0.175
H -0.55975 -3.92904 -1.49881 0.139
C 5.23285 -0.42829 1.62879 0.003
C 5.38761 0.54182 2.61444 -0.103
F 1.75097 2.54838 -5.92453 0.152
H -0.36806 2.50598 4.46509 0.091
C -0.07678 -3.44090 -0.66251 0.021
N -3.59204 -4.85950 3.73503 0.191
F -0.31593 -6.01244 1.89705 0.148
O -5.54362 -0.28214 -5.24011 0.109
C 1.01939 -1.52294 0.27796 -0.322
C -3.20180 0.48593 -2.48963 -0.141
C -2.97577 -2.72307 2.41858 -0.212
C -4.50342 -0.36857 -4.64144 -0.500
H 2.37170 2.04629 2.44992 0.068
F 6.97748 -0.56072 3.95615 0.145
O -3.50542 -1.13661 -5.05783 0.129
H 2.12938 -0.88340 -2.39973 0.108
C -2.97245 -1.42721 0.42530 -0.081
C 0.39780 -2.15215 -0.80770 -0.051
N -3.49956 1.26179 -1.45848 0.047
P -0.15906 2.97754 2.37998 0.217
O -3.78019 4.74207 1.80709 -0.247
H -3.77414 2.25301 2.63897 0.096
H -1.95043 -1.77715 4.06274 0.129
F -0.09258 -6.31028 -0.23442 0.156
H -1.37118 0.22650 2.72164 0.085
P 1.47222 0.19646 0.29817 1.275
N -4.74802 1.67684 -1.65689 0.062
F 2.61212 4.24430 -4.89373 0.147
C 0.04219 -4.09534 0.55995 -0.102
C 1.14838 -2.19625 1.49838 -0.064
C 4.03850 -0.52382 0.94783 -0.060
C 0.66181 -3.48306 1.63749 0.005
O -2.37563 3.47210 -0.04584 -0.333
C -3.34631 -2.58290 1.08715 0.012
H -2.71963 -1.09917 -4.45157 0.064
H 4.49198 2.18162 3.66649 0.130
C -2.25738 -1.70272 3.02993 0.016
H 3.91684 -1.28124 0.18412 0.117
O -1.07972 0.34601 -1.53358 -0.109
C 6.70352 0.60825 3.34663 -0.587
C -0.56017 -5.46885 0.69972 -0.585
O -1.38197 3.98410 2.18257 -0.235

16
Properties=species:S:1:pos:R:3:lowdin_charge:R:1 method="wB97M-V/def2-TZVPD" total_charge=+1 homo_ev="-15.2 / -14.9" e_above_lowest_kcal_mol=158.0 s_squared=0.7635 homo_lumo_gap_ev="10.30 / 5.20" largest_force_ev_per_a=5.73 spin_multiplicity=2 e_lumo_ha="-0.1816 / -0.3554" energy_ha=-304.53342
H 2.13338 1.21933 0.15611 0.150
H -0.45571 -0.23491 -2.24538 0.150
C 1.47638 0.40339 0.35818 -0.327
H -0.43741 4.15361 2.81903 -0.004
C -0.91663 -1.05005 -0.43607 -0.181
H 0.61482 0.51208 -0.45923 0.169
N -1.21821 -0.74989 -1.79573 0.307
C 0.52510 -1.60008 -0.40069 -0.156
H 0.70401 -1.87161 0.62663 0.130
H -1.06489 -0.24631 0.27748 0.161
N 1.40596 -0.47756 -0.76560 0.112
H -0.62748 4.23382 3.53951 0.007
H 0.54301 -2.36033 -1.20272 0.146
O 0.94436 0.21912 1.53862 0.025
H -2.09952 -0.27451 -1.89394 0.156
H -1.52717 -1.87609 -0.11618 0.154